The following is a DFT calculation (wB97M-V/def2-TZVPD) of a 3-piece molecular cluster, C14H34B2ClN2O7 overall in a non-equilibrium geometry.

Summary:
E in hartree: -1700.1536
LUMO energy in eV: 2.554
Frontier orbital gap in eV: 7.207
Net charge: -1

Positions of all 60 atoms, in Å:
C (1.0294, 3.8967, 1.9649)
C (1.7372, 3.0576, 0.8828)
C (1.2224, 1.6172, 0.7963)
Cl (2.2645, 0.5752, 1.9336)
N (1.0857, 1.1653, -0.5311)
B (2.3065, 1.2317, -1.3683)
O (2.2740, 1.9738, -2.5453)
O (3.4713, 0.6155, -1.0141)
C (4.6573, 1.3805, -0.9628)
C (0.2753, -0.0996, -0.6383)
B (-1.2829, 0.2559, -0.6076)
O (-1.9706, -0.1389, 0.5617)
N (-2.0363, 0.8895, -1.6415)
C (-1.2924, 1.8759, -2.4378)
C (-3.3025, 1.4586, -1.1715)
C (0.7273, -1.0055, -1.8459)
O (0.2541, -0.7281, -2.9590)
O (1.5272, -1.9170, -1.5296)
H (1.7507, 4.3518, 2.6409)
H (0.4833, 4.7201, 1.5052)
H (0.3174, 3.3081, 2.5386)
H (1.5563, 3.5167, -0.0885)
H (2.8074, 3.0555, 1.0823)
H (0.2399, 1.5703, 1.2634)
H (2.1100, 2.9073, -2.4026)
H (5.4175, 0.9281, -1.5984)
H (5.0069, 1.4047, 0.0700)
H (4.5114, 2.4109, -1.2953)
H (0.4662, -0.7054, 0.2495)
H (-1.7813, 0.4696, 1.2851)
H (-0.7482, 2.5903, -1.8130)
H (-1.9837, 2.4231, -3.0803)
H (-0.5624, 1.3623, -3.0570)
H (-3.9846, 0.6654, -0.8778)
H (-3.1771, 2.1606, -0.3388)
H (-3.7709, 2.0103, -1.9879)
C (-0.7017, -5.2124, -3.2972)
C (0.8086, -5.3995, -3.3903)
C (1.3612, -6.0454, -2.1241)
O (1.4462, -4.1665, -3.6403)
H (-0.9413, -4.5432, -2.4675)
H (-1.0813, -4.7538, -4.2102)
H (-1.2167, -6.1642, -3.1385)
H (1.0410, -6.0357, -4.2506)
H (1.1722, -5.3961, -1.2659)
H (2.4405, -6.1772, -2.2082)
H (0.9010, -7.0191, -1.9345)
H (1.2717, -3.5737, -2.8832)
C (-2.1504, 1.2892, 5.6898)
C (-2.4245, 1.2216, 4.1962)
C (-2.9946, -0.1180, 3.7706)
O (-1.2316, 1.4900, 3.4487)
H (-1.4210, 0.5258, 5.9740)
H (-1.7391, 2.2617, 5.9617)
H (-3.0628, 1.1219, 6.2643)
H (-3.1162, 2.0190, 3.9184)
H (-2.2808, -0.9168, 3.9894)
H (-3.1654, -0.1092, 2.6956)
H (-3.9361, -0.3534, 4.2695)
H (-0.5849, 0.8012, 3.6510)

Forces on atoms 1 to 2 (eV/Å):
0.17 0.15 -0.22
-0.03 0.00 0.31



The following is a DFT calculation (wB97M-V/def2-TZVPD) of C14H34BCrF4NO8 as an isolated structure in a non-equilibrium geometry.

Summary:
E in hartree: -2679.1412
Multiplicity: 6
LUMO energy (alpha / beta) in eV: -6.049 / -7.317
Frontier orbital gap (alpha / beta) in eV: 6.466 / 5.199
Net charge: +1

Positions of all 63 atoms, in Å:
Cr (-2.7965, 3.4899, -0.6304)
N (-0.8640, 0.6090, 0.5882)
H (-0.8536, 1.3502, -0.0978)
H (-1.8685, 0.5313, 0.6590)
H (-0.4672, 0.9760, 1.4414)
H (-0.3799, -0.1964, 0.2178)
C (0.5171, 1.2463, -3.0397)
C (0.3424, 2.5150, -2.1676)
C (0.7264, 3.7328, -3.0217)
O (-0.9637, 2.5900, -1.6349)
H (-0.1077, 1.2594, -3.9327)
H (0.2548, 0.3444, -2.4868)
H (1.5251, 1.1634, -3.4462)
H (1.0156, 2.4366, -1.3139)
H (0.4378, 4.6386, -2.4883)
H (0.2046, 3.7151, -3.9785)
H (1.7759, 3.8144, -3.3044)
C (-5.4221, 0.2916, -1.0272)
C (-4.7775, 0.9454, 0.1748)
C (-4.8480, -0.0811, 1.3422)
O (-3.5056, 1.5047, -0.0288)
H (-5.7071, 0.9614, -1.8385)
H (-6.3444, -0.2086, -0.7316)
H (-4.7825, -0.5314, -1.3461)
H (-5.4857, 1.6907, 0.5371)
H (-5.8514, -0.5031, 1.3979)
H (-4.6639, 0.4084, 2.2985)
H (-4.1669, -0.9077, 1.1399)
B (-0.7989, 3.0167, 2.3733)
F (-1.4311, 1.9440, 2.9768)
F (-1.3034, 3.3430, 1.1194)
F (-0.8263, 4.0529, 3.2252)
F (0.5394, 2.6759, 2.2257)
C (-3.0402, -3.1110, -0.7533)
C (-1.8814, -3.3316, 0.2225)
O (-0.6989, -3.7066, -0.5118)
C (0.1416, -2.7608, -0.8800)
O (0.0579, -1.5618, -0.6075)
O (1.1132, -3.3251, -1.7364)
C (1.9560, -2.4506, -2.4862)
H (-3.2389, -4.0677, -1.2365)
H (-2.8701, -2.3622, -1.5268)
H (-3.9551, -2.7809, -0.2612)
H (-2.1301, -4.1412, 0.9086)
H (-1.7504, -2.3958, 0.7658)
H (1.3345, -1.8644, -3.1631)
H (2.6820, -2.9300, -3.1429)
H (2.4112, -1.7454, -1.7908)
C (3.1055, 0.5719, 0.5489)
C (3.2298, -0.9164, 1.0562)
O (3.8704, -0.9029, 2.3069)
C (5.1658, -1.2254, 2.3956)
O (5.9198, -1.3505, 1.4360)
O (5.5397, -1.1761, 3.7092)
C (6.9075, -1.3205, 4.0873)
H (3.9999, 1.1371, 0.2867)
H (2.5585, 1.1798, 1.2694)
H (2.4206, 0.5778, -0.2991)
H (3.8574, -1.4897, 0.3738)
H (2.2250, -1.3378, 1.0835)
H (7.2817, -2.3214, 3.8724)
H (7.0560, -1.1388, 5.1517)
H (7.6078, -0.5706, 3.7192)

Forces on atoms 1 to 2 (eV/Å):
-0.35 -3.22 1.71
-0.16 1.03 -0.27



The following is a DFT calculation (wB97M-V/def2-TZVPD) of C14H34FeO4S3SeSi2Te as an isolated structure in a non-equilibrium geometry.

Summary:
E in hartree: -6561.5026
Multiplicity: 5
LUMO energy (alpha / beta) in eV: -0.166 / -0.172
ΔE to the lowest compared entry with this formula, charge and spin in eV: 0.2334
Frontier orbital gap (alpha / beta) in eV: 7.792 / 8.209

Positions of all 60 atoms, in Å:
Fe (1.1348, -0.5169, -1.3039)
C (4.1985, 1.2275, -2.4661)
C (2.9524, 2.0896, -2.6671)
S (1.6520, 1.9765, -1.4132)
C (2.4652, 2.4632, 0.1197)
C (3.3733, 1.4474, 0.8093)
S (2.6020, -0.1784, 0.9461)
C (3.9508, -1.3064, 0.5284)
C (4.7465, -0.9739, -0.7372)
S (3.7668, -0.5125, -2.1899)
H (4.8129, 1.6069, -1.6511)
H (4.8005, 1.3058, -3.3729)
H (2.4414, 1.8021, -3.5880)
H (3.2365, 3.1391, -2.7692)
H (1.6433, 2.7367, 0.7841)
H (3.0207, 3.3826, -0.0779)
H (3.6054, 1.8255, 1.8062)
H (4.3149, 1.3472, 0.2790)
H (3.4432, -2.2627, 0.4019)
H (4.6364, -1.3823, 1.3735)
H (5.3056, -1.8689, -1.0097)
H (5.4868, -0.1936, -0.5585)
C (-4.7716, -0.2082, -2.5760)
Si (-3.2081, 0.2317, -1.6464)
C (-3.5420, 1.7263, -0.5584)
C (-1.8526, 0.6498, -2.8594)
C (-2.7693, -1.2645, -0.5897)
Te (-0.8355, -1.4312, 0.2669)
C (-1.1507, 0.1468, 1.7109)
Si (-1.7254, -0.4502, 3.3869)
C (-0.3346, -1.4287, 4.1640)
C (-2.1367, 1.0311, 4.4570)
C (-3.2477, -1.5217, 3.2097)
H (-5.1433, 0.6491, -3.1404)
H (-5.5633, -0.5292, -1.8961)
H (-4.5884, -1.0203, -3.2810)
H (-4.0400, 2.5010, -1.1455)
H (-2.6196, 2.1588, -0.1659)
H (-4.1910, 1.4866, 0.2861)
H (-2.2573, 1.2259, -3.6950)
H (-1.3667, -0.2366, -3.2628)
H (-1.0860, 1.2769, -2.3945)
H (-2.8378, -2.1675, -1.2005)
H (-3.4555, -1.3763, 0.2517)
H (-1.8308, 0.8691, 1.2602)
H (-0.1801, 0.6376, 1.8326)
H (0.5403, -0.7947, 4.3246)
H (-0.0293, -2.2590, 3.5231)
H (-0.6287, -1.8472, 5.1278)
H (-1.2692, 1.6755, 4.6071)
H (-2.4900, 0.7168, 5.4407)
H (-2.9238, 1.6334, 3.9995)
H (-3.0915, -2.3708, 2.5419)
H (-4.0963, -0.9464, 2.8332)
H (-3.5290, -1.9212, 4.1867)
O (1.4844, -4.0897, -3.4566)
Se (0.9259, -2.9215, -2.5112)
O (1.8801, -2.5475, -1.1621)
O (0.9732, -1.3426, -3.1619)
O (-0.6020, -3.0957, -1.9504)

Forces on atoms 1 to 2 (eV/Å):
1.04 0.02 -0.34
-0.01 0.08 0.03



The following is a DFT calculation (wB97M-V/def2-TZVPD) of a 2-piece molecular cluster, C14H34N2O3P overall in a non-equilibrium geometry.

Summary:
E in hartree: -1230.4171
LUMO energy in eV: 2.454
ΔE to the lowest compared entry with this formula, charge and spin in eV: 2.3367
Frontier orbital gap in eV: 3.434
Net charge: -1

Positions of all 54 atoms, in Å:
C (-2.7264, -0.0330, 2.1201)
C (-1.6149, 0.1153, 1.1240)
O (-0.3045, 0.1883, 1.7085)
P (0.3416, -1.2508, 2.0121)
O (-0.5886, -2.1839, 2.6265)
C (1.0551, -1.8577, 0.4569)
C (0.5345, -3.2378, 0.0224)
C (1.4042, -4.4172, 0.5023)
N (0.6103, -5.4227, 1.1262)
C (1.3292, -6.1884, 2.1047)
O (1.5692, -0.8447, 2.9451)
C (1.6224, -1.5290, 4.2203)
C (2.2668, -2.8866, 4.0723)
H (-3.6556, 0.1593, 1.5886)
H (-2.6562, 0.7231, 2.8887)
H (-2.7832, -1.0284, 2.5305)
H (-1.6690, -0.6419, 0.3480)
H (-1.7610, 1.0648, 0.6180)
H (0.8733, -1.1094, -0.3059)
H (2.1204, -1.9511, 0.6127)
H (-0.4890, -3.4260, 0.3072)
H (0.5902, -3.2321, -1.0642)
H (2.2291, -4.0465, 1.1414)
H (1.9066, -4.8191, -0.4176)
H (2.3766, -5.8663, 2.2471)
H (0.8511, -6.1138, 3.0970)
H (1.3882, -7.2682, 1.8734)
H (0.6437, -1.5977, 4.6738)
H (2.2259, -0.8922, 4.8561)
H (3.0376, -2.8075, 3.3172)
H (2.6855, -3.2405, 5.0034)
H (1.5323, -3.5798, 3.6823)
C (0.6123, 3.2241, -4.9095)
C (-0.2415, 4.1098, -4.0144)
N (-1.2723, 3.3780, -3.3072)
C (-2.2693, 4.2324, -2.6910)
C (-1.8219, 5.1731, -1.5647)
C (-0.8098, 2.2578, -2.5027)
C (0.2248, 2.5369, -1.4057)
H (-0.0118, 2.6492, -5.5944)
H (1.2899, 3.8418, -5.5009)
H (1.2244, 2.5291, -4.3344)
H (-0.7367, 4.8537, -4.6453)
H (0.4215, 4.6713, -3.3359)
H (-3.0821, 3.6007, -2.3230)
H (-2.7125, 4.8410, -3.4867)
H (-1.6298, 4.6368, -0.6368)
H (-2.6125, 5.8982, -1.3582)
H (-0.9257, 5.7345, -1.8307)
H (-0.3934, 1.5074, -3.1791)
H (-1.6831, 1.7734, -2.0597)
H (1.0361, 3.1776, -1.7552)
H (0.6708, 1.5967, -1.0765)
H (-0.2232, 2.9980, -0.5270)

Forces on atoms 1 to 2 (eV/Å):
-0.41 -0.08 -0.25
0.05 0.70 -0.23



The following is a DFT calculation (wB97M-V/def2-TZVPD) of C14H34N3O5S2 as an isolated structure.

Summary:
E in hartree: -1890.6843
LUMO energy in eV: 2.972
Frontier orbital gap in eV: 8.782
Net charge: -1

Positions of all 58 atoms, in Å:
O (2.1669, -1.3991, -1.4659)
C (1.5104, -1.1116, -2.4347)
C (0.9287, 0.2577, -2.6778)
S (-0.3498, 0.8156, -1.5109)
O (-0.1056, 2.2256, -1.3596)
O (-0.2430, -0.0075, -0.3281)
N (-1.7450, 0.6121, -2.2389)
S (-2.1843, -0.8669, -2.5620)
O (-3.5635, -0.8715, -2.9759)
O (-1.2381, -1.5855, -3.3914)
H (1.3342, -1.8541, -3.2322)
H (0.4715, 0.2967, -3.6624)
H (1.7272, 0.9946, -2.6194)
H (-2.1643, -1.5074, -1.3709)
C (-2.4253, -0.8833, 2.2694)
C (-3.7535, -0.7648, 1.5394)
N (-4.5515, -1.9811, 1.5750)
C (-5.6664, -1.9604, 0.6441)
C (-6.7849, -0.9358, 0.8756)
C (-4.8289, -2.5125, 2.8950)
C (-5.5637, -1.6085, 3.8971)
H (-1.8436, -1.7196, 1.8806)
H (-1.8441, 0.0247, 2.1123)
H (-2.5553, -1.0184, 3.3459)
H (-3.5437, -0.5496, 0.4884)
H (-4.2951, 0.1133, 1.9278)
H (-6.1018, -2.9645, 0.6197)
H (-5.2480, -1.7896, -0.3519)
H (-7.4323, -1.2110, 1.7090)
H (-7.4097, -0.8729, -0.0176)
H (-6.3857, 0.0609, 1.0657)
H (-3.8780, -2.8109, 3.3427)
H (-5.3916, -3.4416, 2.7638)
H (-5.1676, -0.5921, 3.8825)
H (-5.4343, -1.9977, 4.9098)
H (-6.6343, -1.5567, 3.7013)
C (2.8217, 2.7528, -0.3458)
C (3.7068, 1.5313, -0.1681)
N (4.6456, 1.3358, -1.2655)
C (5.2747, 0.0277, -1.2549)
C (6.2081, -0.3177, -0.0859)
C (5.5111, 2.4609, -1.5613)
C (6.4234, 2.9819, -0.4401)
H (2.2870, 2.7045, -1.2905)
H (2.0715, 2.7771, 0.4436)
H (3.3752, 3.6946, -0.3073)
H (3.0640, 0.6472, -0.1439)
H (4.2053, 1.5810, 0.8147)
H (5.8248, -0.0898, -2.1946)
H (4.4693, -0.7106, -1.2813)
H (7.1705, 0.1901, -0.1599)
H (6.4050, -1.3919, -0.0824)
H (5.7599, -0.0633, 0.8752)
H (4.8814, 3.2880, -1.8971)
H (6.1206, 2.1889, -2.4284)
H (5.8904, 3.0444, 0.5096)
H (6.7755, 3.9863, -0.6870)
H (7.3024, 2.3544, -0.2946)

Forces on atoms 1 to 2 (eV/Å):
0.03 0.03 -0.06
-0.05 -0.07 0.03



The following is a DFT calculation (wB97M-V/def2-TZVPD) of one molecule with the formula C14H34N4.

Summary:
SMILES string: CCNCCCNCCCCNCCCNCC
E in hartree: -772.8326
LUMO energy in eV: 0.914
ΔE to the lowest compared entry with this formula, charge and spin in eV: 0.0000
Frontier orbital gap in eV: 9.141

Positions of all 52 atoms, in Å:
C (4.2852, -1.3679, 3.3151)
C (4.1203, -2.8487, 3.0038)
N (2.7713, -3.1175, 2.5428)
H (2.1050, -2.7966, 3.2413)
C (2.5214, -4.5185, 2.2560)
C (1.0952, -4.7457, 1.7560)
C (0.8370, -4.1274, 0.3836)
N (0.7800, -2.6840, 0.4718)
H (1.6093, -2.3666, 0.9718)
C (0.6952, -2.0323, -0.8176)
C (0.6930, -0.5146, -0.6526)
C (-0.5026, -0.0508, 0.1766)
C (-0.4546, 1.4340, 0.5279)
N (-0.7384, 2.2558, -0.6339)
H (-0.0765, 2.0387, -1.3739)
C (-0.6982, 3.6814, -0.3662)
C (-1.0914, 4.4938, -1.6000)
C (-2.5644, 4.3380, -1.9726)
N (-2.8270, 3.0162, -2.5098)
H (-2.3453, 2.3458, -1.9127)
C (-4.2349, 2.6784, -2.5882)
C (-4.9343, 3.4401, -3.7114)
H (-4.9981, 4.5005, -3.4820)
H (-4.3778, 3.3171, -4.6364)
H (-5.9424, 3.0571, -3.8503)
H (-4.7655, 2.8745, -1.6367)
H (-4.3006, 1.6067, -2.7941)
H (-3.1857, 4.5532, -1.0820)
H (-2.8175, 5.0789, -2.7388)
H (-0.4818, 4.1836, -2.4505)
H (-0.8880, 5.5475, -1.3990)
H (0.3002, 4.0078, -0.0186)
H (-1.4070, 3.8842, 0.4442)
H (0.5238, 1.6774, 0.9821)
H (-1.2263, 1.6551, 1.2733)
H (-0.5200, -0.6364, 1.0960)
H (-1.4244, -0.2503, -0.3716)
H (1.6182, -0.2119, -0.1545)
H (0.6737, -0.0559, -1.6433)
H (1.5243, -2.3249, -1.4912)
H (-0.2399, -2.3504, -1.2925)
H (1.6165, -4.4748, -0.3217)
H (-0.1292, -4.4781, 0.0013)
H (0.3866, -4.3196, 2.4683)
H (0.9184, -5.8212, 1.6978)
H (2.7002, -5.1566, 3.1419)
H (3.2332, -4.8276, 1.4828)
H (4.3842, -3.4481, 3.8946)
H (4.8056, -3.1362, 2.1995)
H (5.3132, -1.1539, 3.5956)
H (4.0272, -0.7741, 2.4422)
H (3.6333, -1.0753, 4.1358)

Forces on atoms 1 to 2 (eV/Å):
0.05 -0.32 -0.08
0.10 0.13 0.08